[1]
79
Properties=species:S:1:pos:R:3:forces:R:3 method="wB97M-V/def2-TZVPD" lumo_ev="0.4 / -1.5" spin_multiplicity=7 charge=0 molar_mass_g_mol=567.0 total_energy_ev=-71374.2873
Mn 1.712 -2.675 -0.688 -0.3 -1.5 -2.3
Ag -1.890 -0.671 0.100 1.2 -1.9 1.7
C 1.228 -1.353 -4.133 -0.8 0.2 -0.7
C 0.895 -2.810 -3.893 1.6 -0.4 2.0
O 1.598 -3.302 -2.774 0.4 0.3 1.2
H 0.635 -0.765 -3.433 0.2 0.3 -0.1
H 0.912 -1.146 -5.155 -0.2 0.5 -0.2
H 2.275 -1.056 -4.081 0.1 -0.5 0.3
H 1.148 -3.430 -4.753 -0.1 -0.1 -0.3
H -0.172 -2.891 -3.686 -0.5 0.0 -0.3
C -2.558 -0.560 4.267 -1.0 -0.7 0.9
C -1.387 -0.550 3.354 -0.4 -0.1 -1.0
O -1.580 -1.498 2.343 0.4 0.9 -0.2
H -2.444 -1.534 4.744 -0.3 0.3 1.0
H -3.560 -0.631 3.844 0.2 0.2 -0.8
H -2.587 0.323 4.905 0.3 -0.4 0.5
H -0.492 -0.752 3.942 0.4 0.0 -0.2
H -1.304 0.462 2.956 0.3 0.1 -0.7
B 0.290 -0.980 -0.831 -0.7 0.8 -0.7
H -0.092 -1.886 -1.275 -1.8 -3.3 -1.7
H 1.350 -0.998 -1.036 3.5 1.4 -0.8
H -0.160 -0.146 -1.348 -1.0 3.0 -2.0
H 0.109 -0.985 0.232 -0.4 0.2 4.3
B 0.463 -3.687 0.829 -1.0 -0.6 0.6
H -0.393 -3.042 0.704 -2.9 2.1 -0.4
H 0.257 -4.472 1.540 -0.5 -2.7 2.7
H 0.644 -4.220 -0.092 0.9 -2.1 -3.9
H 1.312 -3.109 1.160 3.6 2.4 1.6
C 0.951 4.398 -1.747 0.1 0.6 1.8
O 0.208 3.305 -1.382 -1.1 -2.5 1.2
C 0.756 2.431 -0.373 -1.2 -2.1 -0.5
C -0.328 2.038 0.688 2.1 0.4 1.2
N -1.586 1.553 0.154 -1.1 3.3 -0.2
C -2.779 2.273 0.800 0.4 -1.5 0.2
C -4.036 1.368 1.064 0.0 0.6 -0.3
O -3.873 0.002 0.804 -0.9 -1.0 0.1
C -5.061 -0.739 1.138 -0.5 0.9 0.0
H 1.990 4.071 -1.770 0.3 0.6 -1.2
H 0.873 5.028 -0.861 0.4 1.1 -0.2
H 0.411 4.854 -2.577 0.9 0.0 -0.3
H 1.707 2.560 0.144 0.0 1.7 0.1
H 1.047 1.528 -0.910 -0.5 -0.3 -0.2
H -0.476 2.896 1.343 -0.1 0.3 0.0
H 0.121 1.283 1.334 0.2 -0.2 0.0
H -1.468 2.121 -0.673 -0.9 -0.7 -1.4
H -3.143 3.087 0.173 0.3 0.1 0.0
H -2.401 2.669 1.742 -0.3 0.1 0.0
H -4.835 1.688 0.397 -0.2 0.4 0.1
H -4.384 1.471 2.092 0.0 0.3 0.2
H -5.960 -0.191 0.859 0.0 0.6 -0.3
H -5.155 -0.814 2.221 0.3 -0.6 0.0
H -5.196 -1.657 0.565 0.9 -0.2 0.4
C -2.105 0.351 -3.114 -1.8 0.0 0.4
C -3.338 0.987 -3.760 -0.2 1.0 -0.9
O -4.413 0.176 -4.203 0.2 -1.3 0.5
O -2.591 -0.279 -1.893 -0.3 0.2 -2.3
H -1.415 1.150 -2.843 0.2 -0.3 0.0
H -1.676 -0.385 -3.793 0.4 0.0 0.2
H -3.055 1.501 -4.679 0.6 0.7 0.3
H -3.860 1.665 -3.085 0.6 0.3 0.2
H -4.080 -0.353 -4.931 -0.2 -0.2 -0.2
H -3.240 -0.899 -2.234 -0.4 -0.3 0.2
C 2.602 -0.742 2.193 0.7 1.3 -0.4
C 3.612 -0.362 1.100 0.2 -0.4 0.7
C 5.068 -0.290 1.641 -0.4 0.3 1.5
O 5.109 0.805 2.621 0.4 -2.1 -1.7
C 6.377 1.072 3.216 -1.1 2.3 0.9
N 3.423 -1.294 -0.034 2.4 0.3 -0.1
H 2.994 -1.583 2.764 0.0 0.2 0.3
H 1.620 -1.032 1.819 0.1 0.3 -0.2
H 2.558 0.200 2.741 -0.4 -0.5 0.9
H 3.593 0.660 0.723 -1.3 0.1 -0.1
H 5.814 -0.069 0.878 -0.1 -0.2 -0.3
H 5.332 -1.191 2.196 0.1 -0.4 -0.2
H 7.244 1.393 2.639 -0.3 -0.5 -1.0
H 6.767 0.481 4.044 -0.6 -0.8 -0.2
H 5.976 2.000 3.624 1.2 0.4 0.9
H 3.982 -0.806 -0.719 -0.5 0.1 -1.4
H 4.109 -2.019 0.122 0.1 -1.0 0.5



[2]
178
Properties=species:S:1:pos:R:3:forces:R:3 method="wB97M-V/def2-TZVPD" lumo_ev="-5.5 / -7.8" spin_multiplicity=2 charge=+3 molar_mass_g_mol=1184.9 total_energy_ev=-153149.9153
Cu -0.192 0.052 -0.269 -1.2 0.8 -0.2
C -1.837 -1.107 4.557 -0.1 0.3 0.5
N -1.140 -0.095 5.489 0.0 0.1 -2.3
C -0.125 0.621 4.612 1.0 0.4 0.8
C -2.206 0.909 5.909 0.9 -0.6 1.5
C -0.536 -0.804 6.754 -1.2 0.2 -0.8
C 0.297 -2.035 6.552 -1.2 -0.2 -0.1
O 1.482 -1.763 5.907 1.2 0.1 -0.7
H -2.218 -0.681 3.629 0.4 0.9 0.2
H -2.735 -1.436 5.080 0.4 -0.7 0.2
H -1.127 -1.853 4.202 -0.2 -0.2 0.5
H 0.246 1.448 5.216 0.1 0.0 -0.1
H -0.496 1.032 3.672 -0.9 -0.2 0.2
H 0.719 -0.018 4.352 -0.2 -0.2 0.3
H -1.754 1.660 6.558 0.4 0.1 -0.3
H -2.804 0.330 6.613 -0.8 0.2 -0.5
H -2.706 1.423 5.088 0.1 -0.5 -0.2
H -1.451 -1.163 7.226 0.1 0.2 0.5
H 0.005 -0.099 7.386 -0.3 0.4 -0.3
H -0.249 -2.784 5.978 -0.4 -0.1 0.1
H 0.496 -2.465 7.534 -0.3 0.1 0.3
H 1.858 -2.641 5.811 0.7 0.1 -0.2
C -1.750 -3.971 -1.470 0.6 -0.4 -0.5
N -0.812 -4.712 -2.417 -0.4 -0.4 -1.0
C -0.853 -6.202 -1.971 0.7 1.3 0.0
C -1.338 -4.635 -3.898 0.7 0.0 1.4
C 0.625 -4.133 -2.351 -0.1 -1.3 -0.3
C 1.673 -5.066 -3.036 -0.4 3.6 -0.6
O 2.126 -6.061 -2.234 0.0 -2.1 0.7
H -1.564 -2.898 -1.484 0.0 0.0 -0.1
H -1.541 -4.411 -0.495 -0.3 0.3 0.1
H -2.768 -4.165 -1.808 0.1 0.0 0.2
H -0.198 -6.823 -2.582 -0.7 0.2 -0.5
H -1.899 -6.505 -1.934 0.2 -0.1 -0.2
H -0.382 -6.254 -0.989 -0.3 0.2 0.1
H -0.690 -5.300 -4.469 -0.4 0.1 -0.1
H -1.257 -3.617 -4.278 0.1 0.0 0.3
H -2.387 -4.930 -3.929 0.2 -0.2 0.1
H 0.882 -4.016 -1.298 -0.2 -0.1 0.0
H 0.633 -3.143 -2.807 -0.3 -0.1 -0.1
H 2.531 -4.412 -3.189 0.0 0.4 -0.1
H 1.363 -5.282 -4.059 -0.1 -0.8 0.1
H 1.817 -6.898 -2.589 0.3 -0.3 0.2
C 4.314 -1.743 1.145 0.5 -1.5 1.3
N 3.998 -2.918 2.139 1.3 0.2 0.7
C 5.205 -3.294 3.093 -0.6 0.7 -0.9
C 2.934 -2.314 3.034 -0.6 -1.0 -0.4
C 3.527 -4.229 1.429 -1.1 1.3 -1.1
C 4.253 -4.570 0.052 -0.4 -0.5 2.2
O 5.595 -4.863 0.359 0.7 0.7 -0.6
H 3.352 -1.406 0.759 0.3 -0.1 -0.4
H 5.054 -2.108 0.433 -0.4 0.1 -0.2
H 4.772 -0.974 1.767 -0.2 0.1 -0.1
H 6.069 -3.634 2.523 -0.4 0.0 -0.2
H 4.885 -4.060 3.800 -0.2 0.0 -0.3
H 5.490 -2.422 3.681 -0.2 0.2 -0.2
H 2.509 -3.072 3.692 0.4 -0.2 0.1
H 2.103 -2.011 2.397 0.2 0.3 0.0
H 3.319 -1.465 3.600 0.1 -0.1 -0.3
H 2.478 -4.034 1.208 -0.2 0.2 -0.2
H 3.475 -4.974 2.223 0.7 -0.3 -0.3
H 4.122 -3.758 -0.663 0.5 0.3 0.3
H 3.802 -5.417 -0.466 -0.5 -0.1 0.5
H 5.674 -5.746 0.728 -0.1 -0.2 -0.1
C 7.713 4.051 1.733 0.8 -0.8 -0.4
C 6.261 3.755 1.373 0.9 1.1 -1.7
C 6.064 3.023 0.006 0.2 0.4 0.7
O 4.726 2.645 -0.149 0.5 -0.6 1.0
C 4.444 1.951 -1.358 -0.9 -0.4 -0.3
N 5.720 2.977 2.510 -0.1 0.4 -0.1
H 6.053 3.494 3.312 -0.1 -0.1 0.8
H 4.714 2.904 2.559 -1.1 -0.2 -0.3
H 6.116 2.049 2.558 0.1 -0.5 -0.1
H 8.403 3.207 1.755 -0.4 -0.7 -0.2
H 7.786 4.419 2.757 0.0 0.8 -0.2
H 8.184 4.673 0.972 -0.3 0.6 0.4
H 5.845 4.763 1.369 -0.9 -0.3 0.1
H 6.840 2.262 0.082 -0.3 -1.1 -0.3
H 6.316 3.556 -0.911 0.6 0.9 0.4
H 5.298 1.782 -2.014 0.2 0.3 0.1
H 3.655 2.505 -1.868 0.2 0.1 -0.3
H 3.993 0.980 -1.152 0.2 -0.1 0.3
C -0.850 -0.689 -4.924 -0.2 -0.4 2.1
C -0.704 0.251 -6.064 0.0 0.4 -0.4
C -1.645 1.477 -5.988 -0.5 -0.6 -1.6
O -1.557 2.378 -7.118 0.8 0.5 1.6
C -1.785 1.906 -8.421 0.3 -0.4 0.1
N 0.743 0.736 -6.173 -0.3 -0.5 -0.2
H 1.086 1.126 -5.307 -0.3 0.2 1.4
H 1.381 -0.016 -6.392 0.2 -0.4 -0.2
H 0.896 1.496 -6.821 -0.5 0.2 -0.7
H -0.734 -0.171 -3.971 -0.2 0.0 0.2
H -0.155 -1.523 -4.828 0.5 0.3 -0.7
H -1.821 -1.186 -4.927 -0.3 0.5 -0.2
H -0.986 -0.401 -6.890 0.6 0.7 -0.9
H -1.535 2.037 -5.059 0.2 0.2 -0.2
H -2.638 1.029 -6.012 -0.3 0.0 0.3
H -0.997 1.196 -8.675 -0.2 -0.5 -0.3
H -1.662 2.711 -9.146 -0.1 0.3 0.4
H -2.788 1.493 -8.530 0.0 -0.3 -0.1
C -10.308 -2.677 0.373 0.4 -1.9 0.5
C -8.838 -3.064 0.246 1.3 1.4 1.0
C -7.911 -1.860 0.786 0.3 -2.2 -1.8
N -6.373 -2.292 0.803 -0.2 1.0 0.9
C -6.010 -3.004 -0.580 -0.4 0.3 1.8
C -5.938 -3.080 2.060 0.8 -1.4 -1.1
C -4.390 -2.756 2.261 -0.9 -1.4 1.4
C -4.106 -1.566 1.417 0.5 1.5 -1.5
C -5.463 -1.047 1.073 -1.6 0.2 -1.7
H -10.605 -1.722 -0.059 0.0 -0.3 0.0
H -10.622 -2.846 1.403 0.0 0.9 0.2
H -10.756 -3.569 -0.065 -0.8 0.6 -0.7
H -8.617 -3.433 -0.755 0.2 0.9 -0.3
H -8.612 -3.957 0.829 -0.2 0.0 0.5
H -8.301 -1.516 1.744 0.7 -0.2 0.2
H -7.990 -1.035 0.077 0.3 0.0 0.0
H -4.940 -3.205 -0.627 -0.1 0.3 0.2
H -6.306 -2.392 -1.432 0.0 0.3 0.4
H -6.571 -3.939 -0.595 0.2 0.1 0.1
H -6.114 -4.138 1.868 0.2 -0.1 -0.2
H -6.530 -2.922 2.961 -0.2 1.0 -0.4
H -3.763 -3.642 2.157 0.0 0.0 -0.9
H -4.228 -2.619 3.330 -0.3 0.7 0.1
H -3.515 -1.682 0.509 -0.2 -0.9 -0.3
H -3.539 -0.704 1.769 0.0 -0.2 1.0
H -5.569 -0.448 0.169 0.5 0.2 0.1
H -5.901 -0.491 1.902 -0.3 -0.2 0.0
C -0.088 8.992 -2.005 -1.3 1.2 -0.3
C 0.810 7.966 -1.373 1.1 -0.1 0.0
C 0.001 6.813 -0.799 0.3 -0.3 -0.1
N 0.809 5.679 -0.128 0.1 -1.1 0.9
C -0.238 4.683 0.463 -0.1 0.7 -1.2
C 1.675 6.080 1.066 0.3 0.7 0.0
C 3.155 5.710 0.746 -0.4 -0.4 1.8
C 3.308 5.426 -0.714 -2.1 0.0 -1.2
C 1.794 4.922 -1.108 1.3 1.1 0.4
H -0.980 8.556 -2.456 0.0 -0.2 0.0
H 0.291 9.663 -2.775 0.8 -0.6 -0.2
H -0.440 9.746 -1.302 -0.2 -0.3 0.5
H 1.367 8.445 -0.568 0.0 0.0 0.3
H 1.604 7.681 -2.063 -0.2 -0.5 -0.2
H -0.658 6.299 -1.498 0.4 0.0 -0.5
H -0.711 7.260 -0.105 0.3 -0.3 0.7
H -0.857 4.402 -0.389 0.1 -0.6 0.1
H -0.893 5.212 1.156 0.3 0.2 0.1
H 0.257 3.856 0.973 0.1 0.0 -0.4
H 1.283 5.569 1.946 0.3 -0.4 -0.3
H 1.517 7.118 1.360 0.1 0.3 -0.7
H 3.327 4.823 1.356 0.0 -0.5 -0.3
H 3.887 6.401 1.164 -0.3 0.6 -0.3
H 4.075 4.688 -0.949 -0.5 -0.2 0.2
H 3.617 6.318 -1.259 -0.5 0.2 -0.1
H 1.748 3.841 -0.977 -0.4 0.1 0.7
H 1.462 5.093 -2.132 0.1 0.4 0.1
N 2.193 -1.079 -2.637 -0.5 -1.3 -1.5
O 3.215 -1.545 -2.144 0.7 0.2 0.9
O 1.217 -0.744 -1.951 -1.0 0.7 1.5
O 2.039 -1.090 -3.873 0.3 0.3 -0.3
N -0.482 -2.467 1.225 0.6 2.3 -0.4
O -0.853 -3.283 1.989 -1.2 -3.2 2.3
O 0.453 -2.580 0.477 2.8 -1.4 -2.1
O -1.022 -1.350 1.224 -1.4 3.3 -0.6
N 0.143 2.496 -2.716 -1.3 0.1 -0.9
O -0.623 3.401 -3.003 -0.5 1.0 0.5
O 0.885 2.051 -3.572 1.9 -1.1 -1.4
O 0.141 1.999 -1.583 0.0 -0.8 2.7
N -3.156 -0.211 -2.212 0.8 0.0 1.3
O -3.373 0.817 -2.758 -0.2 2.1 -1.4
O -2.163 -0.378 -1.468 3.3 -0.1 1.7
O -3.879 -1.175 -2.256 -2.7 -2.6 -0.8
N -2.382 2.253 1.539 -3.9 -0.2 -3.3
O -1.528 1.465 1.181 4.0 -2.4 0.2
O -3.328 2.397 0.727 -0.2 0.7 0.7
O -2.381 2.791 2.614 0.7 1.0 2.5
N 2.111 1.406 1.992 0.8 2.1 1.5
O 2.125 2.637 2.023 -2.0 1.9 -2.4
O 2.904 0.965 2.792 2.5 -3.7 1.9
O 1.388 0.656 1.348 -1.1 -0.6 -1.5



[3]
13
Properties=species:S:1:pos:R:3:forces:R:3 method="wB97M-V/def2-TZVPD" lumo_ev=0.7 charge=0 molar_mass_g_mol=81.1 total_energy_ev=-6783.6710 relative_energy_kj_mol=467.1
C 0.212 -0.628 -1.305 0.3 0.0 0.0
C -0.525 0.172 -0.244 0.5 1.4 -0.7
C -0.834 -0.700 1.017 -0.1 0.5 -0.2
C 0.024 0.513 1.138 0.3 -0.1 0.6
C 1.305 1.025 0.747 0.6 1.2 -1.8
N 1.681 1.753 -0.097 1.3 -0.8 1.9
H 0.818 0.046 -1.915 0.1 -0.2 0.1
H -0.537 -1.082 -1.973 0.2 0.1 0.3
H 0.843 -1.433 -0.917 0.0 0.0 0.0
H -0.350 1.328 -0.689 -2.9 -2.5 0.7
H -0.368 -1.697 1.041 -0.4 0.6 -0.5
H -1.755 -0.638 1.587 0.1 0.0 -0.1
H -0.512 1.342 1.611 0.1 -0.3 -0.3